(1)
79
Properties=species:S:1:pos:R:3:forces:R:3:lowdin_charge:R:1 method="wB97M-V/def2-TZVPD" total_charge=0 multiplicity=1 e_tot_ha=-10608.252533
Cu 0.396 0.252 -0.086 0.25 0.19 -0.12 -0.30
C -0.184 2.864 -3.586 0.02 -0.02 -0.03 -0.33
As -1.253 2.715 -1.949 0.13 -0.06 -0.14 1.14
C -2.179 4.441 -2.105 0.00 0.01 0.06 -0.33
C -2.651 1.552 -2.710 -0.04 -0.14 0.00 -0.41
C -3.679 2.099 -3.481 0.01 -0.03 0.09 -0.11
C -4.677 1.306 -4.026 0.02 -0.05 0.04 -0.08
C -4.662 -0.064 -3.810 -0.03 0.05 -0.01 -0.08
C -3.646 -0.623 -3.052 0.02 0.04 0.00 -0.12
C -2.638 0.165 -2.499 0.03 0.23 0.02 -0.40
As -1.203 -0.744 -1.528 -0.08 -0.15 0.09 1.14
C -2.187 -2.109 -0.546 0.04 -0.04 -0.03 -0.27
C -0.539 -1.848 -2.990 0.10 0.02 0.01 -0.26
H -0.809 3.115 -4.442 -0.03 0.02 -0.03 0.02
H 0.328 1.920 -3.767 0.00 0.01 0.03 0.00
H 0.571 3.635 -3.439 0.03 0.02 -0.01 0.02
H -2.393 4.723 -3.134 0.01 0.00 -0.01 0.02
H -1.525 5.194 -1.666 0.01 0.03 0.00 0.02
H -3.105 4.415 -1.530 0.00 0.00 0.00 0.02
H -3.710 3.166 -3.653 -0.02 -0.01 -0.03 0.08
H -5.466 1.758 -4.615 0.01 0.00 -0.01 0.10
H -5.433 -0.695 -4.234 0.00 0.00 0.02 0.10
H -3.639 -1.694 -2.897 0.00 -0.03 -0.01 0.09
H -2.811 -2.724 -1.191 -0.04 -0.01 -0.03 0.02
H -2.792 -1.642 0.228 -0.01 0.05 0.02 0.02
H -1.437 -2.746 -0.078 0.00 -0.02 0.02 0.02
H -1.370 -2.286 -3.540 -0.03 0.00 -0.01 0.03
H 0.095 -2.637 -2.587 0.01 0.04 0.02 0.00
H 0.051 -1.231 -3.670 0.00 0.01 0.02 0.03
O 1.960 -3.779 -1.559 -0.06 0.04 -0.08 -0.31
S 2.898 -2.798 -1.088 0.07 0.00 0.09 0.62
O 3.723 -3.157 0.036 -0.10 0.03 0.03 -0.30
N 2.131 -1.366 -0.791 0.52 0.11 -0.29 -0.16
C 2.686 -0.372 -1.470 -0.05 -0.31 0.06 -0.79
S 2.198 1.237 -1.285 0.11 -0.18 -0.19 0.65
C 3.743 -0.813 -2.440 -0.09 0.09 0.06 -0.22
C 4.461 -0.047 -3.339 0.03 0.03 -0.02 -0.02
C 5.370 -0.690 -4.173 -0.03 0.05 0.04 -0.06
C 5.548 -2.070 -4.106 0.02 0.05 -0.05 -0.07
C 4.829 -2.839 -3.201 -0.02 -0.10 0.06 -0.03
C 3.935 -2.181 -2.382 -0.05 0.09 0.01 -0.22
H 4.301 1.025 -3.380 0.03 -0.05 -0.02 0.10
H 5.945 -0.111 -4.884 -0.02 -0.03 0.01 0.11
H 6.254 -2.552 -4.771 -0.01 0.03 0.02 0.11
H 4.963 -3.912 -3.143 -0.01 0.05 0.01 0.12
C -3.670 3.236 2.104 -0.01 0.06 0.02 -0.07
C -4.414 2.362 1.329 -0.05 0.04 0.01 -0.06
C -3.743 1.386 0.609 0.24 -0.02 -0.02 -0.15
N -2.416 1.245 0.626 -0.24 0.00 0.30 0.02
C -1.708 2.092 1.378 -0.20 -0.09 0.02 -0.21
C -2.290 3.100 2.130 0.10 0.06 0.06 -0.06
H -4.156 4.015 2.679 0.01 -0.03 -0.02 0.11
H -5.493 2.432 1.280 0.03 0.00 -0.01 0.10
H -4.289 0.693 -0.025 0.02 0.01 0.02 0.11
H -0.626 1.955 1.374 -0.19 0.07 -0.03 0.06
H -1.670 3.767 2.719 -0.05 -0.06 -0.03 0.11
C 3.136 -0.583 2.444 0.03 0.02 -0.10 -0.26
As 1.248 -0.413 2.059 -0.60 -0.18 0.22 1.14
C 0.666 -2.255 2.313 0.11 -0.04 0.04 -0.27
C 0.565 0.383 3.749 0.08 -0.10 -0.06 -0.32
C 0.893 -0.371 5.002 0.02 -0.01 -0.01 -0.31
C 2.068 -0.117 5.709 -0.01 0.00 -0.01 -0.07
C 2.390 -0.844 6.848 -0.01 -0.02 0.00 -0.08
C 1.537 -1.841 7.304 -0.01 0.05 -0.05 -0.10
C 0.357 -2.095 6.617 0.01 0.01 0.00 -0.08
C 0.040 -1.366 5.480 0.02 0.01 0.00 -0.07
H 3.259 -1.010 3.436 0.02 -0.02 0.05 0.02
H 3.621 0.389 2.391 0.02 0.04 -0.02 0.03
H 3.575 -1.253 1.707 0.01 -0.01 -0.05 0.01
H 1.143 -2.713 3.179 0.00 0.02 0.02 0.04
H 0.920 -2.825 1.422 0.02 0.02 -0.04 0.01
H -0.415 -2.267 2.448 -0.02 0.01 -0.02 0.02
H -0.513 0.452 3.603 -0.05 0.03 0.03 0.06
H 0.961 1.398 3.782 0.01 0.07 0.02 0.07
H 2.735 0.667 5.366 0.00 -0.03 0.00 0.11
H 3.310 -0.630 7.380 -0.06 -0.01 -0.03 0.10
H 1.785 -2.408 8.192 0.00 0.01 -0.01 0.10
H -0.321 -2.865 6.969 0.03 0.04 -0.02 0.10
H -0.886 -1.567 4.954 0.00 -0.01 0.00 0.11



(2)
79
Properties=species:S:1:pos:R:3:forces:R:3:lowdin_charge:R:1 method="wB97M-V/def2-TZVPD" total_charge=-2 de_lowest_kcal_mol=25.6 multiplicity=1
Cu 2.008 0.679 1.457 -0.81 0.13 -0.27 -0.58
C -1.214 0.173 3.405 0.23 0.09 -0.19 -0.30
C -0.210 -0.915 3.020 -0.22 0.07 0.03 -0.36
P -0.338 -1.175 1.194 -0.39 -1.41 0.46 1.03
C 1.097 -2.274 0.878 0.09 0.03 -0.16 -0.38
C 1.043 -3.064 -0.274 0.03 0.11 0.00 -0.14
C 2.108 -3.871 -0.632 -0.05 -0.02 -0.09 -0.11
C 3.256 -3.893 0.151 -0.01 0.02 0.03 -0.09
C 3.321 -3.118 1.296 0.11 -0.13 -0.02 -0.08
C 2.247 -2.317 1.662 -0.14 -0.05 0.10 -0.11
C -1.616 -2.543 1.187 -0.06 0.00 -0.10 -0.34
C -1.414 -3.804 1.756 -0.08 0.08 0.04 -0.09
C -2.364 -4.801 1.620 -0.04 -0.13 0.10 -0.10
C -3.544 -4.565 0.925 -0.03 0.14 -0.06 -0.12
C -3.759 -3.318 0.357 -0.13 -0.13 0.01 -0.10
C -2.797 -2.325 0.481 0.15 0.05 0.07 -0.11
C -0.778 1.537 2.836 -0.35 -0.20 -0.03 -0.33
P -0.032 1.541 1.123 -0.06 1.59 1.11 0.92
C -1.506 1.752 0.054 0.14 -0.28 -0.36 -0.36
C -2.753 1.205 0.332 0.07 0.14 0.09 -0.12
C -3.833 1.430 -0.514 -0.15 0.01 -0.03 -0.10
C -3.684 2.213 -1.646 0.00 -0.02 -0.02 -0.11
C -2.435 2.745 -1.947 0.01 0.09 -0.03 -0.09
C -1.360 2.505 -1.113 -0.06 -0.08 0.09 -0.11
C 0.376 3.361 1.174 0.07 0.16 0.00 -0.33
C -0.596 4.344 1.387 0.06 -0.05 0.00 -0.11
C -0.244 5.680 1.462 -0.11 0.08 0.04 -0.11
C 1.085 6.064 1.322 0.07 -0.03 -0.08 -0.11
C 2.058 5.101 1.107 -0.04 0.16 0.03 -0.07
C 1.702 3.761 1.038 -0.01 -0.26 -0.07 -0.09
H -1.272 0.255 4.495 -0.08 -0.03 -0.04 0.10
H -2.210 -0.106 3.040 -0.03 0.04 0.12 0.08
H -0.375 -1.845 3.568 0.04 0.00 -0.03 0.08
H 0.793 -0.535 3.232 0.02 -0.15 0.09 0.00
H 0.148 -3.041 -0.888 0.01 -0.05 -0.05 0.09
H 2.050 -4.474 -1.532 0.00 0.01 -0.01 0.09
H 4.103 -4.499 -0.148 0.02 0.00 0.02 0.09
H 4.222 -3.088 1.894 0.02 0.09 0.00 0.08
H 2.345 -1.716 2.557 0.04 0.08 -0.03 0.06
H -0.494 -4.008 2.291 0.04 0.01 -0.02 0.11
H -2.190 -5.779 2.055 0.04 0.01 0.02 0.09
H -4.287 -5.347 0.820 0.01 -0.02 0.01 0.09
H -4.674 -3.121 -0.191 0.01 0.00 -0.02 0.09
H -2.946 -1.362 0.008 -0.04 0.01 -0.04 0.07
H 0.060 1.914 3.431 -0.05 0.00 -0.01 0.07
H -1.597 2.261 2.893 0.03 -0.02 0.05 0.07
H -2.894 0.627 1.235 -0.02 -0.03 0.00 0.08
H -4.802 1.001 -0.282 0.02 0.00 0.05 0.09
H -4.536 2.417 -2.283 0.02 -0.04 -0.04 0.09
H -2.302 3.362 -2.828 -0.01 -0.04 -0.03 0.10
H -0.388 2.924 -1.342 -0.02 0.06 -0.05 0.11
H -1.638 4.058 1.483 -0.02 0.03 0.00 0.10
H -1.009 6.431 1.635 -0.01 -0.01 -0.02 0.09
H 1.355 7.113 1.370 0.00 0.00 0.04 0.09
H 3.101 5.375 1.004 0.03 -0.08 0.03 0.09
H 2.476 3.018 0.874 0.08 0.10 0.00 0.03
S 5.990 -0.543 2.434 0.23 -0.55 0.11 -0.26
As 4.593 0.957 1.934 0.99 0.07 0.34 -0.53
S 2.964 0.945 3.461 -0.13 0.04 0.18 0.05
S 3.629 0.465 0.006 0.44 -0.08 -0.73 0.06
S 5.448 2.885 1.815 -0.04 0.51 -0.08 -0.25
C -0.909 -1.050 -4.456 0.07 0.07 0.12 -0.06
C 0.309 -0.551 -3.679 0.01 0.03 -0.17 -0.64
C 0.829 0.744 -4.310 -0.06 -0.12 0.07 -0.05
C 1.425 -1.603 -3.703 -0.06 0.13 0.04 -0.05
N -0.193 -0.214 -2.341 0.02 0.00 0.01 -0.07
N 0.740 0.229 -1.371 0.03 -0.23 -0.61 -0.05
H -0.666 -1.212 -5.508 0.01 -0.04 -0.01 0.07
H -1.710 -0.313 -4.379 -0.02 0.01 -0.05 0.08
H -1.273 -1.991 -4.034 -0.01 -0.04 -0.02 0.08
H 1.080 0.585 -5.360 0.03 0.01 -0.03 0.08
H 1.726 1.083 -3.792 0.03 0.05 -0.03 0.08
H 0.065 1.519 -4.233 -0.01 0.03 -0.03 0.08
H 1.713 -1.812 -4.736 0.04 -0.04 -0.02 0.08
H 1.102 -2.534 -3.236 -0.03 -0.05 0.02 0.06
H 2.311 -1.246 -3.175 0.01 -0.03 0.05 0.08
H -0.693 -0.996 -1.929 -0.01 0.02 -0.03 0.09
H 1.132 1.118 -1.658 -0.01 0.01 0.09 0.05
H 1.529 -0.406 -1.236 0.01 0.04 0.02 -0.01